Here is 8 unconnected molecules or ions with the total composition C48H80N2O17S2 at a distorted geometry from OMol25. Energies are from wB97M-V/def2-TZVPD.

```
149
Properties=species:S:1:pos:R:3:forces:R:3:lowdin_charge:R:1
C -7.98444 8.73237 -1.84576 -0.359 0.088 -0.242 -0.53
H 9.18632 -3.52829 -3.91676 -0.056 -0.016 -0.019 0.10
H -0.66864 8.97068 1.68795 0.112 -0.001 -0.019 0.09
O -5.04001 -6.79154 1.92915 0.088 0.080 0.039 0.09
H -4.91486 -0.36972 -2.68673 0.696 0.768 0.758 0.10
C -1.66117 -3.90549 0.75109 -1.649 0.827 2.385 -0.06
C -4.30476 -0.49204 -0.58043 0.577 0.905 0.266 -0.03
C -3.72327 1.48115 -2.05130 -0.154 -1.735 2.270 -0.08
C -8.62756 7.40722 -2.15593 -0.145 -0.376 0.476 0.01
H 6.59687 -4.73700 -6.95250 0.011 -0.025 0.047 0.08
C 4.98269 -0.61164 0.29949 0.429 -1.309 0.034 -0.17
H -1.98106 5.59044 0.48918 0.052 0.013 0.011 0.10
C 9.76133 -2.70318 -0.45367 0.301 0.103 0.104 -0.53
C -5.83558 7.62852 -1.38306 0.086 -0.224 -0.175 -0.23
H 7.74347 -6.00162 -6.46725 -0.126 0.006 0.020 0.08
O 2.63839 -0.63673 0.30108 -1.373 1.633 0.784 -0.07
H -4.35960 10.85750 -1.60492 0.013 0.010 -0.045 0.10
C -5.38142 7.01092 -2.68881 -0.066 -0.023 -0.196 -0.06
H -1.23858 -11.45928 -2.19920 0.140 -0.127 0.198 0.09
H -4.79065 -1.49737 -0.45197 0.502 1.173 -0.189 0.12
C -3.05153 2.05654 -0.88662 -0.874 -1.280 -0.110 -0.06
H -4.96320 7.98301 -0.83128 -0.148 0.198 -0.035 0.12
H -4.85819 7.75160 -3.29741 0.053 -0.031 0.128 0.08
H -7.29643 -7.38188 0.89028 0.130 -0.124 0.198 0.09
C 10.49106 -4.93229 0.26704 0.478 -0.135 0.000 -0.23
C -0.47320 0.29662 2.42457 -0.094 0.449 -0.689 -0.42
C -6.07051 -6.22120 2.17154 -0.070 -0.307 0.033 -0.53
H -7.76721 -4.13622 2.10634 0.028 -0.115 0.030 0.12
C -3.42195 0.09750 3.04027 -0.999 0.393 0.708 -1.09
N 3.75288 -1.02860 -0.45906 1.860 -0.241 -0.088 -0.03
H 7.44096 -3.17325 -3.90105 0.106 -0.052 -0.181 0.08
S -4.73951 0.51017 3.96538 1.335 -0.248 -0.726 0.65
H -1.36150 -8.77558 2.05562 0.012 0.087 -0.078 0.09
H -9.64323 7.41682 -1.76066 0.025 0.170 -0.210 0.09
C -4.35801 0.16403 -1.87497 0.967 0.747 1.994 -0.08
H 1.22984 6.63066 1.05069 -0.120 -0.048 0.020 0.11
H -2.59243 3.07296 -1.00880 -0.409 -1.184 0.296 0.09
H -8.19564 -6.10875 1.67192 -0.044 -0.012 0.219 0.07
H 6.31619 -2.06803 2.31804 -0.002 -0.486 -1.080 0.08
O 7.29768 -5.83772 -3.83811 -0.193 -0.355 0.282 0.01
C -0.15234 8.31595 0.98259 -0.070 -0.195 0.085 -0.08
H 7.24393 -3.21588 1.23100 -0.910 0.421 0.264 0.05
C -1.35334 -10.92834 -1.25415 -0.300 0.194 -0.519 0.01
O 8.58662 -5.58314 -2.06577 -0.226 -0.075 -0.363 0.11
H 10.60088 -5.23833 -0.77322 -0.078 0.134 0.057 0.10
H -8.66353 7.27346 -3.23753 0.010 -0.001 0.047 0.10
C 8.04359 -5.07892 -3.01826 0.291 0.050 0.063 -0.50
H 8.34539 -3.07528 -2.41623 0.085 -0.089 -0.095 0.07
H 7.08196 -1.25977 -0.10789 -1.520 -0.519 0.214 0.07
C -7.40128 -6.83556 1.82770 -0.283 0.185 -0.524 0.01
H 5.35353 0.38828 -0.05174 -0.552 -0.901 0.427 0.12
H 11.34645 -3.55728 -1.69034 0.101 -0.005 0.185 0.08
C 6.08062 -1.74594 0.08697 0.583 1.057 0.305 -0.24
C -2.53653 -4.13016 3.10118 0.253 0.725 -1.798 -0.06
C -3.62339 0.06738 0.61506 -0.393 1.813 -3.232 -0.21
H -8.39154 -5.61251 4.11019 -0.057 0.063 -0.070 0.07
H -2.81975 -8.07571 1.32414 0.026 -0.020 -0.005 0.06
H -2.15781 -1.99112 -0.24664 -0.127 -0.452 0.985 0.10
O -0.01305 -9.14457 -0.21670 0.400 0.298 -0.149 0.00
C 2.19693 0.63651 -0.11766 0.262 -0.219 -0.179 -0.50
C -1.97979 -8.75368 1.15508 -0.151 -0.065 0.144 -0.06
O 1.00629 -10.86844 -1.14249 -0.169 0.344 0.153 0.10
H -6.75829 -3.19467 3.18037 0.204 -0.146 -0.080 0.12
H -7.34497 -4.63007 5.11643 -0.011 0.107 -0.073 0.09
C -7.16421 -4.19420 3.01559 -0.232 0.009 0.150 -0.23
H -3.23450 11.99927 -2.38391 -0.130 0.061 0.181 0.07
H -1.37672 -5.76679 1.98002 -0.575 1.202 0.209 0.08
O 2.47987 1.66136 0.78115 -0.766 -1.764 -0.299 -0.01
C 7.25268 -5.07916 -6.14967 0.204 0.032 -0.055 -0.07
H -3.03115 12.94657 1.32359 0.097 0.063 -0.051 0.09
H -1.75285 -8.24436 -0.95182 0.028 -0.105 0.032 0.12
H -6.22358 6.65222 -3.28313 0.004 -0.070 0.093 0.07
H 5.69947 -6.07059 -5.06353 0.139 -0.072 0.211 0.12
H -3.35800 10.37166 -2.99243 -0.098 -0.149 0.206 0.09
H -3.93668 12.88685 -0.17588 0.047 0.074 -0.071 0.07
O 1.63547 0.81350 -1.15147 0.414 0.119 0.532 0.18
C -7.97546 -4.61007 4.22495 -0.040 -0.184 0.102 -0.06
H -0.94754 -0.12681 1.50118 0.658 0.047 0.926 0.07
C 8.26005 -3.62938 -3.34942 -0.448 0.397 0.138 0.02
C -1.80833 -4.73287 1.95994 -0.844 2.775 -0.596 -0.07
H -6.34059 6.91032 -0.73303 -0.082 0.048 -0.097 0.12
H -1.72209 13.04469 -1.46180 -0.082 -0.099 0.019 0.11
H 10.60664 -2.10157 -2.30107 0.029 0.205 0.217 0.08
C 10.93628 -2.59623 -1.38752 -0.005 -0.292 -0.551 0.01
H 5.43842 -3.41450 1.44032 0.868 0.756 0.061 0.08
H -8.79873 -3.91332 4.39380 0.054 -0.010 -0.015 0.08
H -2.15352 -10.20646 -1.40298 -0.050 -0.025 0.223 0.07
H -1.13120 -4.27603 -0.15433 -0.473 0.358 0.880 0.09
O -1.70603 11.29959 -0.31034 0.479 -0.194 0.095 0.00
H 0.04769 2.40803 2.84652 0.242 -0.488 -0.800 0.09
C -2.32497 10.44607 -1.14479 -0.334 -0.233 -0.116 -0.51
H 0.21082 -0.43426 2.93977 -0.782 0.630 -0.718 0.09
H -3.79295 1.95745 -3.05361 0.271 -0.153 1.096 0.09
O -6.03388 -5.05521 2.82812 0.321 0.416 0.010 0.00
S -1.82680 0.68471 3.61909 -0.747 -0.580 -0.504 0.91
C -3.01521 -1.96391 1.81525 0.934 -3.321 1.383 -0.21
C 6.27806 -2.66068 1.35960 -0.341 -0.307 -0.643 -0.11
H 12.40969 -3.94165 0.50639 0.011 -0.088 -0.069 0.07
H -4.70864 6.17133 -2.50363 -0.013 0.054 0.012 0.08
C 11.82313 -4.74074 0.96336 0.064 0.211 0.120 -0.06
H -0.91956 7.84995 0.36806 0.143 0.041 -0.043 0.05
H 12.40989 -5.66062 0.92943 -0.054 0.024 -0.008 0.08
C -3.13318 -2.78894 3.05043 1.304 -1.370 -1.681 -0.01
H -1.63781 -11.63671 -0.47560 0.003 0.043 -0.029 0.10
H 11.66994 -4.46118 2.00823 -0.020 -0.102 -0.041 0.08
H 2.11512 0.40344 2.49011 -0.118 0.747 -0.728 0.12
C -2.27301 -2.55625 0.70821 0.098 -0.836 0.695 -0.03
H 5.85530 -2.33596 -0.85359 0.131 0.460 1.059 0.11
H -2.65691 -4.75888 4.01509 0.029 0.778 -0.835 0.10
H -1.09084 4.06401 0.69235 -0.208 0.088 0.127 0.06
H 3.75680 -2.05426 -0.38927 -0.442 0.532 -0.026 0.12
N -3.67963 -0.68357 1.84267 2.049 0.438 -0.835 -0.12
O 9.68073 -3.75143 0.37562 -0.476 0.095 0.062 0.00
H -8.12814 6.55625 -1.69772 0.122 -0.016 -0.184 0.07
C -1.78488 12.72730 -0.41841 -0.237 0.219 0.037 -0.23
O 8.93294 -1.82433 -0.39659 0.638 -0.443 0.083 0.07
H -7.68799 -7.52945 2.61849 0.005 0.039 -0.029 0.10
C -3.01841 13.26237 0.27829 -0.194 -0.078 0.049 -0.06
C -0.02972 -10.30748 -0.89404 0.095 -0.373 0.015 -0.53
C 6.46278 -5.31353 -4.87902 0.042 0.160 -0.244 -0.23
H 0.47964 8.92753 0.33647 -0.059 -0.028 0.008 0.09
H 8.03906 -4.33597 -6.00797 -0.102 0.058 0.004 0.07
C -2.98469 1.38278 0.43166 -1.172 -1.022 -1.666 -0.01
O -2.07497 9.26735 -1.08595 -0.017 0.424 0.063 0.09
H -3.03789 14.35324 0.24171 0.026 -0.049 0.000 0.08
C 1.86490 1.41015 2.06603 -0.341 0.975 1.324 -0.16
H -0.77760 -7.30022 0.14972 0.209 -0.144 -0.082 0.11
H -2.46966 1.88924 1.27863 -0.565 -0.389 -0.808 0.08
H 9.93532 -5.72828 0.76341 -0.188 0.224 -0.055 0.13
H -0.89387 13.11705 0.07596 0.023 -0.261 -0.012 0.12
H -3.67691 -2.42873 3.95742 0.525 -0.209 -1.061 0.10
C 0.29922 1.65466 2.05600 0.042 -0.953 0.573 -0.19
H 5.93418 -4.41846 -4.54314 0.122 0.000 0.025 0.12
H -0.22949 5.49146 0.18222 -0.123 0.181 -0.033 0.08
O -0.13403 6.53108 2.63467 0.238 -0.140 0.428 0.00
C -1.04113 5.14576 0.81851 0.430 -0.303 -0.305 0.02
C -0.84174 5.44561 2.28072 -0.356 -0.104 -0.020 -0.53
O -6.65807 8.78151 -1.61731 0.211 0.364 0.323 -0.01
H 1.42271 7.79860 2.33717 -0.120 -0.196 0.179 0.12
C 0.67660 7.28912 1.72499 -0.039 0.310 -0.245 -0.23
H -0.04969 2.04467 1.06312 0.418 -0.395 0.896 0.11
O -1.36415 4.76750 3.13018 0.291 0.250 -0.081 0.09
H 4.71819 -0.62615 1.39493 0.311 0.469 -1.005 0.12
O -8.62338 9.75244 -1.86662 0.412 -0.145 0.075 0.10
C -1.16164 -8.30489 -0.03505 -0.246 -0.118 0.186 -0.23
C -3.38253 10.96574 -2.07873 0.163 0.250 -0.512 0.02
H -2.37479 -9.76188 1.01955 -0.043 0.061 -0.074 0.07
H 11.71414 -1.99636 -0.91387 -0.036 -0.028 -0.011 0.10
H 2.31014 2.16642 2.77309 -0.234 -0.745 -0.928 0.14
```
Forces are in eV/Å.

The molecular weight is 1021.30 g mol⁻¹. The HOMO energy is -7.9 eV. The LUMO energy comes out at -0.23 eV.